# C5H12O

A molecular structure, C5H12O (the ωB97M-V functional and the def2-TZVPD basis, OMol25).

Structure (XYZ):
```
18
Properties=species:S:1:pos:R:3:forces:R:3
O -0.511786 0.006698 -1.047799 0.14 0.04 0.02
C 2.641896 -0.230910 0.580574 0.00 0.07 0.05
C -1.709629 0.553700 -0.946680 -0.21 -0.10 -0.11
C 0.212879 -0.430229 -0.058733 -0.08 -0.18 0.05
C -2.643293 0.130832 0.135932 0.03 0.07 0.06
C 1.610153 -0.869299 -0.356991 0.02 -0.06 -0.08
H 2.413164 -0.460606 1.628189 0.05 0.04 -0.17
H -0.065758 1.581706 0.551199 -0.05 0.07 0.05
H -3.612455 0.615899 -0.013070 0.17 -0.08 0.00
H -2.086020 0.847172 -1.919392 0.06 -0.05 0.11
H -2.294768 0.390580 1.144237 0.02 -0.02 -0.16
H -0.284174 -0.705461 0.867000 0.01 0.07 -0.12
H 2.639878 0.859256 0.466966 0.01 -0.20 0.03
H 3.648385 -0.604531 0.362298 -0.15 0.05 0.05
H 1.845775 -0.612468 -1.396750 -0.10 -0.05 0.16
H -0.684702 1.853337 0.154814 0.02 0.08 0.06
H 1.686547 -1.964870 -0.270220 -0.01 0.17 -0.05
H -2.806095 -0.960807 0.118422 0.07 0.08 0.03
```
Forces are in eV/Å.

## Properties
LUMO energy (alpha / beta), eV: 1.139 / 1.139
F_max, eV Å⁻¹: 0.3
Energy above the lowest of the compared OMol25 structures with the same formula, charge and spin, kcal/mol: 98.7
HOMO level (alpha / beta), eV: -7.1 / -7.1
Orbital gap (alpha / beta), eV: 8.2 / 8.2

Per-atom Löwdin charges, elementary charge units: atom 1 (O): -0.101, atom 2 (C): -0.116, atom 3 (C): -0.275, atom 4 (C): -0.208, atom 5 (C): -0.115, atom 6 (C): -0.231, atom 7 (H): 0.073, atom 8 (H): 0.088, atom 9 (H): 0.077, atom 10 (H): 0.105, atom 11 (H): 0.067, atom 12 (H): 0.112, atom 13 (H): 0.072, atom 14 (H): 0.068, atom 15 (H): 0.115, atom 16 (H): 0.076, atom 17 (H): 0.107, atom 18 (H): 0.086

=====

# CF3NOS

2 unconnected molecules or ions with the total composition CF3NOS in a non-equilibrium geometry (the ωB97M-V functional and the def2-TZVPD basis, OMol25).

Structure (XYZ):
```
7
Properties=species:S:1:pos:R:3:forces:R:3
S 2.297809 -0.194722 -0.052940 -1.36 -1.00 0.02
F -1.943552 1.375947 -0.069654 2.18 -1.06 -0.60
F -0.805994 0.090908 1.229132 0.10 -0.31 -1.17
F -1.541804 -0.634362 -0.741811 1.06 0.34 0.34
O 1.087519 0.597332 -0.549215 -1.81 1.76 -0.45
N 1.950104 -1.580203 0.227071 1.12 -0.61 0.45
C -1.044079 0.345101 -0.042584 -1.29 0.88 1.41
```
Forces are in eV/Å.

## Properties
LUMO energy (alpha / beta), eV: -3.299 / -1.811
F_max, eV Å⁻¹: 2.6
Energy above the lowest of the compared OMol25 structures with the same formula, charge and spin, kcal/mol: 91.4
HOMO level (alpha / beta), eV: -9.4 / -10.5
Orbital gap (alpha / beta), eV: 6.1 / 8.7

Per-atom Löwdin charges, elementary charge units: atom 1 (S): 0.771, atom 2 (F): 0.139, atom 3 (F): 0.165, atom 4 (F): 0.209, atom 5 (O): -0.549, atom 6 (N): -0.368, atom 7 (C): -0.368

=====

# C24H28N4O5S

A molecular structure, C24H28N4O5S in a non-equilibrium geometry (the ωB97M-V functional and the def2-TZVPD basis, OMol25).

Structure (XYZ):
```
62
Properties=species:S:1:pos:R:3:forces:R:3
S -3.711206 2.955958 0.018881 4.67 2.77 11.46
O -4.692412 2.989471 -0.892562 -5.40 1.01 -5.72
O -1.137930 -6.104195 -0.051073 4.05 5.86 3.04
O -0.229824 0.233695 1.114403 -8.80 9.54 6.25
O -3.328855 4.156106 0.971891 -1.43 -4.27 -4.20
O 4.307887 -0.161129 -0.145451 0.53 -0.43 -0.18
N 1.556442 -0.274397 0.139551 13.92 -1.47 -4.32
N -4.079149 1.560401 1.056626 0.74 3.36 -0.46
N -2.296201 2.479560 -0.665748 1.77 13.35 8.81
N 4.387967 2.055003 0.131636 -11.26 7.33 0.06
C -5.558022 1.726467 1.535623 2.01 -5.85 -2.29
C -1.336387 -0.649073 -3.068116 -1.66 -1.72 4.96
C -1.299230 -2.254041 0.367825 4.19 -7.17 1.29
C 1.350313 2.058736 -0.373611 6.94 0.05 0.35
C -3.079558 1.650641 2.191879 -3.22 -8.83 -3.23
C -0.885756 -4.706811 0.303387 0.14 2.33 -0.31
C 5.572362 2.442458 0.230323 14.65 0.51 -0.16
C 0.030493 -1.970471 0.447698 1.84 -0.27 1.15
C -0.735150 0.864556 -1.473611 -2.67 10.92 6.41
C 0.493423 -0.479925 0.697956 -1.68 -12.80 -2.23
C -0.271422 -0.015386 -2.258582 -3.55 -3.13 -4.75
C 0.478743 -4.146346 0.348273 -4.45 -17.84 -2.10
C 2.181043 0.879760 -0.102232 -1.04 8.30 -1.28
C -3.108783 0.679870 -1.871416 -2.51 -0.72 0.40
C -2.474687 -6.273934 0.109416 0.15 -0.84 -6.51
C -1.828424 -3.694769 0.502557 9.33 2.00 -1.28
C 3.798333 0.953141 -0.092958 -4.74 -4.27 0.47
C 6.397096 1.963637 -1.161075 -0.28 -2.07 2.07
C 0.066834 2.153949 -0.768535 -9.78 -2.19 1.61
C 1.028609 -3.098264 0.456859 1.08 12.77 0.66
C 6.379789 1.560647 1.506271 -13.89 -0.38 -0.47
C -1.017516 2.933746 -0.082239 2.12 -13.84 -13.42
C -2.237719 1.440724 -1.188968 6.25 -15.80 -9.93
C -2.751532 -0.479187 -2.487975 4.52 -1.75 -5.10
H -3.409378 0.591257 2.565760 0.29 1.95 1.00
H -0.942192 3.596606 0.471860 0.75 11.21 9.21
H -1.127628 -1.710868 -3.309064 -0.14 0.79 -0.82
H 2.075442 -3.060164 0.430480 1.27 0.70 0.11
H 7.465074 2.140580 -1.115332 0.32 0.01 0.66
H 1.723669 3.159331 -0.572231 0.70 -2.26 0.90
H -5.579485 2.227177 2.409820 -0.64 3.12 2.12
H -2.126016 1.275245 2.028149 2.13 0.28 -1.61
H -1.911637 -1.524739 0.467104 -4.33 4.74 0.41
H -4.131753 0.934000 -1.861836 -1.21 0.14 0.09
H -5.835907 0.661056 2.000676 0.63 1.73 -1.45
H 5.819177 2.060833 2.512975 1.45 -2.00 -2.55
H 6.265435 0.768664 -1.154929 0.11 2.87 -0.68
H -2.751995 -3.751128 0.373974 -8.06 -0.95 -0.62
H -2.387666 -7.265556 -0.120102 -1.85 -3.28 -0.01
H 6.148580 2.514626 -2.063756 -0.95 -0.35 -0.10
H -6.129257 1.821177 0.596386 -0.17 0.76 1.14
H 3.708198 3.102815 0.149277 1.63 -4.83 -0.13
H 1.121830 -5.077768 0.176472 -0.25 1.11 0.42
H 7.250721 1.812333 1.529167 10.25 2.35 0.11
H -2.857532 -5.816079 -0.841206 -0.93 -0.11 0.99
H -3.006618 -6.031634 0.911638 -1.54 1.21 3.81
H 5.901133 3.547853 0.331325 -1.60 -1.72 0.13
H 2.459118 -0.977923 0.108006 -3.14 1.06 0.03
H -3.112779 2.377034 2.814963 -0.74 4.90 4.01
H 0.726366 -0.101155 -2.432179 2.73 -0.50 -0.57
H 6.065777 0.501885 1.202114 0.89 1.45 1.20
H -3.390244 -1.206084 -3.056429 -0.13 1.14 1.15
```
Forces are in eV/Å.

## Properties
LUMO energy, eV: -0.466
F_max, eV Å⁻¹: 19.7
Energy above the lowest of the compared OMol25 structures with the same formula, charge and spin, kcal/mol: 592.1
HOMO level, eV: -7.7
Orbital gap, eV: 7.2

Per-atom Löwdin charges, elementary charge units: atom 1 (S): 0.739, atom 2 (O): -0.213, atom 3 (O): -0.073, atom 4 (O): 0.198, atom 5 (O): -0.331, atom 6 (O): 0.031, atom 7 (N): 0.120, atom 8 (N): -0.247, atom 9 (N): -0.114, atom 10 (N): 0.011, atom 11 (C): -0.048, atom 12 (C): -0.010, atom 13 (C): 0.048, atom 14 (C): -0.037, atom 15 (C): -0.078, atom 16 (C): -0.140, atom 17 (C): -0.408, atom 18 (C): -0.032, atom 19 (C): -0.037, atom 20 (C): -0.637, atom 21 (C): -0.096, atom 22 (C): -0.117, atom 23 (C): -0.068, atom 24 (C): -0.076, atom 25 (C): -0.142, atom 26 (C): 0.060, atom 27 (C): -0.422, atom 28 (C): -0.037, atom 29 (C): -0.085, atom 30 (C): -0.063, atom 31 (C): 0.027, atom 32 (C): 0.137, atom 33 (C): -0.319, atom 34 (C): -0.050, atom 35 (H): 0.137, atom 36 (H): -0.015, atom 37 (H): 0.084, atom 38 (H): 0.110, atom 39 (H): 0.044, atom 40 (H): 0.141, atom 41 (H): 0.029, atom 42 (H): 0.039, atom 43 (H): 0.038, atom 44 (H): 0.091, atom 45 (H): 0.124, atom 46 (H): 0.137, atom 47 (H): 0.112, atom 48 (H): 0.010, atom 49 (H): 0.076, atom 50 (H): 0.051, atom 51 (H): 0.086, atom 52 (H): 0.281, atom 53 (H): 0.150, atom 54 (H): -0.079, atom 55 (H): 0.128, atom 56 (H): 0.060, atom 57 (H): 0.160, atom 58 (H): 0.223, atom 59 (H): 0.013, atom 60 (H): 0.090, atom 61 (H): 0.084, atom 62 (H): 0.107